No. 1
# C28H52Br2ClO6P

A cluster of 2 separate species, C28H52Br2ClO6P in total (ωB97M-V/def2-TZVPD, OMol25).

- charge = 0
- M (g mol⁻¹) = 710.95
- E (Eh) = -7498.9701
- LUMO (eV) = 0.5

Structure (XYZ):
```
90
Properties=species:S:1:pos:R:3:forces:R:3
C -2.58054 -2.55324 0.62697 -0.41 0.09 -0.01
O -1.28552 -2.98422 0.27888 0.12 0.08 0.04
C -0.47276 -3.35198 1.38754 -0.08 -0.60 -0.35
C 0.96707 -2.92028 1.16051 -0.55 0.49 0.60
C 1.20268 -1.48803 1.69209 -0.41 -0.45 -1.10
C 0.75029 -0.49999 0.61542 0.41 -0.21 0.00
C 1.27201 0.93676 0.73992 0.08 -0.90 0.55
P 0.56880 2.15390 1.95893 -0.88 0.44 -0.38
C -0.31543 3.61770 1.20427 0.41 0.12 -0.74
C -0.86491 3.29283 -0.20665 -0.42 -0.25 0.22
C -2.38556 3.18517 -0.31842 -0.06 1.20 -0.46
C -2.98310 4.60061 -0.37827 -0.37 -0.76 -0.05
C -2.82147 2.44062 -1.57302 -0.36 -0.91 0.41
C -2.11289 1.09790 -1.79490 -0.11 0.57 -1.47
C -2.97588 -0.01182 -2.33390 0.45 -0.57 0.02
C -2.42845 -1.19846 -2.63819 -0.18 0.26 -0.14
C -0.98813 -1.31913 -3.05589 0.18 -0.07 0.98
C -3.16292 -2.49592 -2.54599 0.23 0.04 -1.00
C -1.18739 1.32720 1.99021 -0.30 -0.81 -0.12
O -1.34993 0.14772 2.84474 -0.03 0.58 0.74
C -2.58676 0.16600 3.43393 -1.62 -0.33 -0.95
C -2.67548 0.28677 4.93817 0.65 0.02 -0.55
O -3.61566 0.11722 2.77705 1.54 0.14 0.61
C 0.65832 1.93580 3.82246 0.29 -0.42 0.88
C 1.45786 0.72581 4.21345 2.58 -0.71 -1.09
O 2.59387 0.51643 3.80889 -2.63 0.43 0.98
Cl 0.75458 -0.46480 5.36392 0.15 0.52 -0.27
C 2.27023 3.08452 1.95521 0.52 0.89 -1.08
Br 2.30299 4.69862 3.05410 -0.43 -0.48 1.09
C 2.72963 3.45353 0.48214 0.64 0.42 0.97
C 4.00204 2.69813 0.08438 -0.18 -0.13 -0.40
Br 3.15182 5.38053 0.26084 -0.14 -0.05 -0.92
H -2.93241 -2.97508 1.56592 0.09 -0.06 0.22
H -2.63300 -1.46994 0.67859 0.05 0.32 0.22
H -3.28511 -2.85632 -0.14072 0.02 -0.11 0.12
H -0.51974 -4.44027 1.48228 -0.01 -0.16 0.03
H -0.88005 -2.94480 2.31103 0.02 0.24 0.15
H 1.12000 -2.97063 0.08587 0.35 -0.11 -0.17
H 1.61114 -3.62941 1.66838 0.25 -0.13 0.03
H 0.59078 -1.41017 2.57952 0.26 0.34 0.52
H 2.25632 -1.31508 1.88221 0.15 -0.01 0.35
H 1.22494 -0.87986 -0.28795 0.03 0.12 -0.35
H -0.31003 -0.60724 0.41996 -0.27 0.22 0.11
H 2.32490 0.83373 0.99036 0.21 0.09 0.12
H 1.27577 1.33188 -0.26873 -0.22 0.55 -0.04
H -1.10764 3.96809 1.85414 -0.18 -0.07 0.24
H 0.34315 4.46706 1.06158 0.33 0.01 0.40
H -0.41802 2.39137 -0.61361 0.14 -0.05 0.03
H -0.57504 4.09958 -0.87381 0.21 0.13 -0.17
H -2.84776 2.72521 0.54846 0.18 -0.43 0.14
H -4.05893 4.48778 -0.48335 -0.26 0.20 0.07
H -2.63572 5.10935 -1.27176 0.22 0.29 0.00
H -2.78939 5.17024 0.52303 0.16 0.27 0.07
H -3.88538 2.23263 -1.46392 -0.23 0.05 0.03
H -2.74962 3.05394 -2.46598 0.24 0.25 -0.12
H -1.60236 0.73595 -0.90807 -0.11 -0.06 0.25
H -1.31979 1.27263 -2.52408 0.36 0.02 0.02
H -4.03516 0.12495 -2.50681 -0.34 -0.03 0.92
H -0.75728 -2.33329 -3.35806 0.03 -0.20 -0.18
H -0.75271 -0.63654 -3.86407 0.03 0.11 -0.18
H -0.30453 -1.09326 -2.23901 0.18 0.06 0.11
H -2.64713 -3.09197 -1.79619 0.04 -0.08 -0.08
H -3.05321 -3.05086 -3.47738 -0.28 -0.17 -0.16
H -4.20221 -2.38708 -2.26432 -0.24 0.02 -0.02
H -1.51054 1.02986 0.99887 0.07 0.05 -0.19
H -1.93450 2.04219 2.32008 0.08 0.34 0.18
H -3.29585 1.15326 5.12820 -0.39 -0.04 0.16
H -1.72066 0.44550 5.41284 0.26 -0.11 0.06
H -3.12467 -0.62245 5.31343 -0.27 -0.05 0.24
H 1.21407 2.73918 4.30082 0.25 0.30 -0.35
H -0.30718 1.97736 4.30384 -0.38 -0.37 -0.18
H 3.06128 2.47077 2.35979 0.01 -0.15 0.35
H 1.93110 3.31886 -0.22783 -0.19 -0.06 -0.15
H 4.38282 2.08428 0.89276 0.01 -0.13 0.13
H 3.83179 2.06917 -0.78323 -0.13 -0.25 -0.09
H 4.78083 3.38450 -0.20789 0.25 0.16 0.03
O 2.49689 -1.14668 -2.95026 -0.09 0.23 0.02
C 2.95196 -2.22589 -3.20581 0.00 -0.28 0.28
O 2.57621 -2.83530 -4.34380 -0.05 0.20 -0.26
C 3.18311 -4.03401 -4.82991 0.03 -0.29 0.02
C 2.56071 -5.27028 -4.21414 -0.06 0.06 0.14
C 3.86269 -2.95025 -2.24051 0.39 0.10 -0.21
H 4.26507 -4.00389 -4.69340 -0.01 0.02 0.06
H 3.00441 -4.03047 -5.90356 -0.05 0.13 0.00
H 2.70794 -5.29953 -3.13437 0.07 -0.03 -0.01
H 2.99539 -6.17207 -4.64555 0.00 0.01 -0.02
H 1.48582 -5.27793 -4.39351 0.00 -0.01 -0.07
H 3.25172 -3.46845 -1.50207 -0.02 -0.01 -0.01
H 4.47544 -2.20817 -1.73482 -0.15 0.06 0.10
H 4.53994 -3.65807 -2.71226 -0.12 -0.11 0.03
```
Forces are in eV/Å.

No. 2
# C31H22Cl4CrF9N2O2PSSi

A structure of composition C31H22Cl4CrF9N2O2PSSi (ωB97M-V/def2-TZVPD, OMol25).

- energy relative to the best compared isomer or geometry (same formula, charge and spin) (kJ/mol) = 30.0
- charge = +1
- M (g mol⁻¹) = 910.45
- multiplicity = 2
- E (Eh) = -6267.6514
- LUMO (spin up / spin down) (eV) = -4.2 / -3.8

Structure (XYZ):
```
74
Properties=species:S:1:pos:R:3:forces:R:3
Cr -0.04589 -0.06655 0.58343 0.32 0.38 0.01
Cl 6.89755 0.24397 -1.31369 0.00 0.01 0.00
C 5.32252 -0.02326 -0.65844 0.03 -0.06 0.02
C 5.05894 -1.20248 0.04667 0.00 0.01 -0.01
C 3.80925 -1.44096 0.57462 -0.02 -0.03 0.02
C 2.77803 -0.51620 0.39384 0.01 0.01 -0.01
O 1.57877 -0.78795 0.91276 -0.11 0.05 -0.07
C 3.04982 0.67194 -0.30832 0.00 0.01 0.01
C 2.03947 1.67172 -0.50883 -0.01 0.05 -0.03
O 0.84552 1.54688 -0.21867 -0.07 -0.20 0.15
C 4.33528 0.91364 -0.81925 -0.03 0.05 -0.01
H 5.85199 -1.92616 0.17924 0.00 0.00 0.00
H 3.60478 -2.34233 1.13651 0.00 0.00 0.00
H 2.34880 2.62322 -0.95624 0.00 -0.01 -0.01
H 4.53733 1.83638 -1.34959 0.00 0.00 0.00
S -2.03117 1.19569 -0.01237 -0.02 -0.07 -0.01
C -3.49996 0.41099 0.44297 0.02 0.07 0.06
N -4.40338 -0.00729 -0.43518 0.01 -0.02 -0.05
C -5.53573 -0.67292 0.21561 0.00 0.02 -0.03
C -5.28063 -0.36159 1.70539 0.01 0.02 0.00
N -3.94085 0.22833 1.67316 0.03 -0.11 -0.01
H -4.19362 -0.07123 -1.41923 0.00 -0.01 0.00
H -5.51377 -1.74171 0.00704 0.01 -0.02 -0.01
H -6.48059 -0.26909 -0.13862 -0.01 0.00 -0.01
H -5.29687 -1.25295 2.32849 0.00 -0.01 -0.01
H -5.99636 0.35817 2.10059 0.00 0.00 0.01
H -3.40955 0.49834 2.48704 -0.01 0.05 0.03
Cl 1.07818 -0.67013 4.23192 0.02 0.10 0.00
Si -0.29880 0.12735 2.95126 -0.06 -0.32 -0.08
Cl -1.81133 0.80299 4.19615 0.02 0.02 -0.09
Cl -1.15924 -1.73674 1.94139 -0.10 -0.01 0.09
F -5.90252 -4.17777 -3.27800 0.01 -0.01 0.00
C -5.75114 -2.85690 -3.42110 -0.01 0.01 0.02
F -6.07640 -2.53359 -4.67479 0.00 0.00 -0.02
F -6.65881 -2.26595 -2.60833 0.01 0.01 0.02
C -4.35951 -2.40951 -3.05715 -0.02 0.02 0.01
C -3.74938 -1.38174 -3.75841 0.00 0.02 0.01
C -2.48512 -0.94124 -3.38012 0.02 -0.04 -0.01
C -1.83893 -1.52305 -2.29607 -0.02 0.01 -0.03
C -2.46455 -2.55864 -1.59801 -0.02 -0.02 -0.01
C -3.71590 -3.00759 -1.97976 0.03 0.02 0.01
P -0.17146 -1.07088 -1.70923 -0.04 -0.09 -0.07
C 0.68432 -2.65852 -1.96388 0.01 -0.02 0.12
C 0.79533 -3.21492 -3.23896 0.00 0.00 -0.03
C 1.37636 -4.45817 -3.40960 -0.01 0.03 -0.03
C 1.83669 -5.15819 -2.30159 -0.01 0.00 0.04
C 1.71175 -4.62777 -1.02863 0.00 -0.01 -0.02
C 1.13495 -3.37629 -0.85941 0.01 0.02 -0.03
C 2.42864 -6.53397 -2.47827 0.02 0.01 0.01
F 1.48376 -7.48142 -2.36408 -0.02 -0.01 0.00
F 3.36367 -6.78943 -1.55153 0.00 0.00 0.01
F 2.99731 -6.67809 -3.68214 0.00 0.00 -0.01
C 0.55832 0.07856 -2.91151 0.06 -0.02 -0.01
C -0.06718 1.30301 -3.16921 -0.02 0.02 0.00
C 0.56600 2.26347 -3.93494 -0.01 0.01 0.00
C 1.84047 2.01981 -4.43553 0.00 -0.03 0.01
C 2.47724 0.81894 -4.17794 0.00 0.02 0.00
C 1.83719 -0.14813 -3.41298 -0.01 0.00 0.00
C 2.51576 3.10094 -5.23918 0.00 -0.01 -0.02
F 2.66205 4.21859 -4.50380 0.00 0.01 0.02
F 3.73116 2.73399 -5.65993 0.00 0.00 0.00
F 1.78959 3.43015 -6.31704 0.00 0.00 0.00
H -4.24664 -0.93784 -4.61025 0.00 0.00 0.00
H -2.00389 -0.16421 -3.95740 -0.01 0.01 0.00
H -1.95950 -3.03581 -0.76598 0.00 0.00 0.02
H -4.18588 -3.82991 -1.45566 0.00 0.01 0.01
H 0.42845 -2.67623 -4.10479 0.00 0.01 0.01
H 1.47394 -4.88458 -4.39855 0.00 0.00 0.00
H 2.06401 -5.18653 -0.17202 0.00 0.00 0.00
H 1.03495 -2.96405 0.13551 0.00 0.01 0.01
H -1.03774 1.52251 -2.74223 0.00 -0.01 0.01
H 0.07943 3.21019 -4.13174 0.00 0.00 0.00
H 3.47089 0.63649 -4.56330 0.00 0.00 0.00
H 2.35627 -1.07271 -3.19733 -0.01 0.00 -0.01
```
Forces are in eV/Å.

The lowest M belongs to which entry? C28H52Br2ClO6P

Look up the E of the second one. -6267.6514 Eh

Among the records above, which one has the lowest charge? C28H52Br2ClO6P

What is the formula in the second record? C31H22Cl4CrF9N2O2PSSi